{
  "formula": "C50H62BrCoNO6PSb",
  "method": "ωB97M-V/def2-TZVPD",
  "elements": ["Co", "C", "C", "O", "C", "C", "C", "C", "C", "C", "O", "H", "H", "H", "H", "H", "H", "H", "C", "C", "C", "P", "C", "C", "C", "C", "C", "C", "C", "C", "C", "C", "N", "C", "C", "C", "C", "C", "C", "C", "C", "C", "H", "H", "H", "H", "H", "H", "H", "H", "H", "H", "H", "H", "H", "H", "H", "H", "H", "H", "H", "H", "H", "H", "H", "H", "H", "H", "H", "H", "H", "H", "H", "O", "C", "O", "C", "C", "C", "C", "C", "C", "H", "H", "H", "H", "H", "Br", "C", "C", "C", "C", "C", "C", "C", "O", "O", "H", "H", "H", "H", "C", "C", "Sb", "C", "C", "C", "C", "H", "H", "H", "H", "H", "H", "H", "H", "H", "H", "H", "H", "H", "H", "H"],
  "positions_angstrom": [[-0.330, 0.745, -0.612], [3.985, 0.437, -0.155], [2.696, 0.887, -0.799], [1.687, 0.216, -0.584], [2.669, 2.074, -1.646], [3.871, 2.586, -2.161], [3.911, 3.704, -2.958], [2.703, 4.363, -3.237], [1.515, 3.907, -2.741], [1.432, 2.736, -1.927], [0.288, 2.394, -1.477], [3.734, -0.237, 0.669], [4.560, 1.289, 0.216], [4.598, -0.107, -0.881], [4.794, 2.063, -1.935], [4.849, 4.066, -3.364], [2.710, 5.249, -3.868], [0.579, 4.406, -2.968], [-2.063, 4.295, -0.148], [-2.287, 3.265, 0.963], [-3.506, 2.391, 0.638], [-0.800, 2.204, 1.292], [0.443, 3.571, 1.638], [0.116, 4.336, 2.917], [1.903, 3.138, 1.624], [-1.186, 1.476, 2.913], [-2.311, 1.795, 3.657], [-2.590, 1.239, 4.897], [-3.834, 1.594, 5.658], [-1.673, 0.297, 5.385], [-0.554, -0.067, 4.678], [-0.250, 0.501, 3.401], [0.811, 0.208, 2.666], [1.838, -0.570, 3.170], [2.794, -0.058, 4.065], [2.714, 1.360, 4.563], [3.849, -0.858, 4.491], [4.009, -2.161, 4.049], [5.131, -3.028, 4.549], [3.067, -2.655, 3.151], [2.002, -1.895, 2.706], [0.976, -2.474, 1.780], [-3.034, 4.631, -0.531], [-1.496, 3.869, -0.979], [-1.528, 5.178, 0.216], [-2.475, 3.814, 1.895], [-3.475, 1.412, 1.127], [-4.431, 2.901, 0.938], [-3.559, 2.222, -0.441], [0.303, 4.242, 0.783], [0.068, 3.659, 3.776], [-0.844, 4.860, 2.855], [0.895, 5.085, 3.109], [2.082, 2.332, 2.328], [2.541, 3.998, 1.872], [2.187, 2.788, 0.637], [-3.026, 2.515, 3.268], [-4.418, 2.346, 5.113], [-3.609, 2.006, 6.654], [-4.486, 0.721, 5.808], [-1.856, -0.173, 6.354], [0.121, -0.823, 5.084], [3.336, 2.025, 3.951], [3.073, 1.426, 5.597], [1.691, 1.745, 4.527], [4.570, -0.439, 5.192], [5.871, -2.435, 5.095], [5.646, -3.534, 3.725], [4.763, -3.807, 5.228], [3.163, -3.676, 2.782], [1.326, -3.403, 1.319], [0.706, -1.766, 0.998], [0.040, -2.684, 2.313], [-0.432, 0.763, -4.685], [-1.083, 0.479, -3.674], [-0.620, 0.105, -2.555], [-2.604, 0.559, -3.795], [-3.199, 0.573, -5.055], [-4.576, 0.672, -5.181], [-5.376, 0.779, -4.047], [-4.790, 0.767, -2.791], [-3.410, 0.641, -2.669], [-2.551, 0.522, -5.921], [-5.031, 0.675, -6.167], [-6.455, 0.858, -4.145], [-5.405, 0.828, -1.897], [-2.946, 0.586, -1.694], [-4.055, -1.117, 2.352], [-4.512, -1.788, 0.641], [-5.833, -2.158, 0.412], [-6.199, -2.667, -0.822], [-5.245, -2.812, -1.819], [-3.933, -2.450, -1.574], [-3.542, -1.919, -0.345], [-2.060, -1.613, -0.157], [-1.300, -2.562, -0.272], [-1.773, -0.380, 0.043], [-6.560, -2.047, 1.209], [-7.230, -2.955, -1.001], [-5.525, -3.202, -2.792], [-3.178, -2.563, -2.345], [-0.347, -4.962, -3.230], [1.076, -4.713, -2.745], [1.359, -2.587, -2.329], [3.534, -2.698, -2.013], [4.241, -4.014, -2.306], [1.493, -2.036, -4.423], [2.575, -2.700, -5.260], [-0.553, -6.028, -3.390], [-0.535, -4.448, -4.178], [-1.074, -4.583, -2.508], [1.812, -5.065, -3.474], [1.254, -5.252, -1.809], [3.683, -2.417, -0.967], [3.966, -1.890, -2.615], [3.839, -4.825, -1.692], [5.319, -3.953, -2.101], [4.123, -4.315, -3.350], [1.579, -0.947, -4.434], [0.502, -2.236, -4.842], [3.573, -2.507, -4.856], [2.568, -2.328, -6.292], [2.447, -3.786, -5.306]],
  "s_squared": 1.11,
  "total_charge": -2,
  "e_tot_ha": -6987.1958,
  "gap_ev": [5.592, 5.590],
  "multiplicity": 2
}

{
  "formula": "C50H64N6Na",
  "method": "ωB97M-V/def2-TZVPD",
  "elements": ["Na", "C", "C", "C", "C", "C", "C", "C", "N", "C", "C", "C", "C", "C", "C", "C", "N", "C", "C", "C", "C", "H", "H", "H", "H", "H", "H", "H", "H", "H", "H", "H", "H", "H", "H", "H", "H", "H", "H", "H", "H", "H", "H", "H", "H", "C", "C", "C", "C", "C", "C", "C", "C", "C", "C", "C", "C", "N", "C", "C", "N", "C", "C", "C", "C", "C", "C", "C", "C", "C", "C", "C", "C", "H", "H", "H", "H", "H", "H", "H", "H", "H", "H", "H", "H", "H", "H", "H", "H", "H", "H", "H", "H", "H", "H", "H", "H", "H", "H", "H", "H", "H", "H", "H", "H", "H", "H", "H", "H", "N", "C", "C", "C", "C", "C", "N", "C", "H", "H", "H", "H"],
  "positions_angstrom": [[-0.382, -0.739, 0.205], [6.847, 0.312, 2.722], [6.496, 0.232, 1.237], [7.249, -0.955, 0.621], [6.947, 1.533, 0.559], [5.000, 0.049, 1.008], [4.495, -0.054, -0.284], [3.135, -0.204, -0.471], [2.253, -0.252, 0.525], [2.718, -0.158, 1.767], [4.078, -0.009, 2.042], [1.697, -0.187, 2.858], [2.035, -0.231, 4.202], [1.038, -0.224, 5.177], [-0.273, -0.168, 4.733], [-0.529, -0.139, 3.367], [0.429, -0.157, 2.448], [1.417, -0.277, 6.654], [2.204, -1.567, 6.928], [0.188, -0.254, 7.561], [2.295, 0.937, 6.992], [7.925, 0.440, 2.833], [6.565, -0.600, 3.254], [6.360, 1.160, 3.208], [8.324, -0.835, 0.774], [7.070, -1.032, -0.452], [6.940, -1.895, 1.082], [8.020, 1.680, 0.707], [6.422, 2.393, 0.980], [6.754, 1.514, -0.514], [5.144, -0.016, -1.150], [2.723, -0.289, -1.469], [4.409, 0.077, 3.065], [3.072, -0.280, 4.503], [-1.110, -0.156, 5.416], [-1.543, -0.103, 2.991], [1.604, -2.446, 6.687], [2.478, -1.618, 7.984], [3.122, -1.612, 6.340], [-0.461, -1.114, 7.386], [-0.401, 0.654, 7.421], [0.508, -0.286, 8.605], [3.212, 0.949, 6.401], [2.575, 0.912, 8.047], [1.758, 1.869, 6.802], [-4.353, 3.798, -1.653], [-3.908, 3.676, -3.112], [-4.452, 2.396, -3.756], [-2.413, 3.868, -3.311], [-1.993, 4.922, -4.114], [-0.648, 5.194, -4.310], [0.298, 4.402, -3.689], [-0.070, 3.319, -2.892], [0.992, 2.532, -2.142], [2.234, 2.244, -2.984], [1.357, 3.267, -0.850], [-1.434, 3.045, -2.720], [-1.858, 1.992, -1.872], [-1.995, 0.829, -2.367], [-2.470, -0.394, -1.610], [-1.385, -1.351, -1.741], [-1.637, -2.499, -2.439], [-0.559, -3.135, -3.146], [-0.803, -4.181, -4.021], [-2.074, -4.702, -4.225], [-3.092, -4.207, -3.428], [-2.903, -3.178, -2.513], [-4.022, -2.951, -1.505], [-5.347, -2.534, -2.144], [-4.229, -4.203, -0.645], [0.889, -2.715, -2.974], [1.386, -2.969, -1.550], [1.198, -1.296, -3.448], [-5.444, 3.758, -1.596], [-4.024, 4.747, -1.226], [-3.954, 2.989, -1.041], [-4.370, 4.510, -3.651], [-4.184, 1.506, -3.188], [-4.080, 2.275, -4.775], [-5.544, 2.439, -3.795], [-2.744, 5.550, -4.582], [-0.342, 6.027, -4.932], [1.348, 4.631, -3.824], [0.556, 1.573, -1.864], [2.744, 3.160, -3.287], [1.979, 1.681, -3.883], [2.956, 1.658, -2.410], [1.789, 4.246, -1.076], [2.085, 2.698, -0.264], [0.470, 3.426, -0.234], [-1.750, 0.625, -3.418], [-3.355, -0.701, -2.187], [0.040, -4.599, -4.566], [-2.248, -5.502, -4.933], [-4.074, -4.669, -3.480], [-3.717, -2.182, -0.808], [-5.735, -3.328, -2.789], [-5.237, -1.637, -2.757], [-6.092, -2.325, -1.373], [-4.571, -5.052, -1.243], [-4.972, -4.008, 0.133], [-3.294, -4.489, -0.158], [1.466, -3.387, -3.620], [0.812, -2.386, -0.829], [2.445, -2.718, -1.441], [1.256, -4.022, -1.289], [0.762, -0.560, -2.776], [0.772, -1.122, -4.439], [2.282, -1.139, -3.517], [-6.092, -1.477, 4.007], [-5.458, -1.173, 3.083], [-4.693, -0.788, 1.968], [-5.248, -0.090, 0.830], [-4.465, 0.248, -0.201], [-2.974, 0.000, -0.169], [-2.552, -0.983, 0.843], [-3.374, -1.253, 1.814], [-6.315, 0.103, 0.794], [-4.891, 0.708, -1.089], [-2.478, 0.956, 0.077], [-3.001, -1.948, 2.572]],
  "total_charge": -1,
  "e_tot_ha": -2434.5996,
  "gap_ev": 4.754
}